The following is a DFT calculation (ωB97M-V/def2-TZVPD) of an isolated molecule of C6H14O4S in a non-equilibrium geometry.

Computed properties:
HOMO energy in eV: -11.01
E_LUMO in Ha: 0.012
Multiplicity: 1
HOMO-LUMO gap in eV: 11.3
Total charge: 0

Last columns: bonded neighbours and bond lengths (Å).
Geometry (Å):
1 C 1.94 -2.00 0.39  C2 1.506, H12 1.113, H13 1.136, H14 1.158
2 C 2.45 -0.87 -0.46  C1 1.506, C3 1.586, H15 1.142, H16 1.123
3 C 1.37 0.26 -0.74  C2 1.586, C4 1.468, H17 1.158, H18 1.137
4 C 0.95 0.93 0.49  C3 1.468, C5 1.554, H19 1.126, H20 1.133
5 C -0.08 2.06 0.24  C4 1.554, C6 1.515, H21 1.087, H22 1.182
6 C -1.45 1.61 -0.23  C5 1.515, O7 1.463, H23 1.154, H24 1.058
7 O -1.99 0.53 0.60  C6 1.463, S8 1.614
8 S -2.99 -0.47 -0.18  O7 1.614, O9 1.433, O10 1.491, O11 1.602
9 O -4.15 0.23 -0.64  S8 1.433
10 O -2.28 -1.36 -1.14  S8 1.491
11 O -3.42 -1.33 1.10  S8 1.602, H25 1.094
12 H 2.66 -2.81 0.62  C1 1.113
13 H 1.49 -1.67 1.38  C1 1.136
14 H 1.03 -2.56 -0.06  C1 1.158
15 H 2.91 -1.30 -1.41  C2 1.142
16 H 3.27 -0.39 0.13  C2 1.123
17 H 1.88 1.02 -1.45  C3 1.158
18 H 0.56 -0.24 -1.37  C3 1.137
19 H 0.54 0.16 1.20  C4 1.126
20 H 1.84 1.40 1.03  C4 1.133
21 H 0.27 2.86 -0.41  C5 1.087
22 H -0.25 2.69 1.23  C5 1.182
23 H -1.56 1.13 -1.27  C6 1.154
24 H -2.07 2.44 0.01  C6 1.058
25 H -2.92 -2.29 0.95  O11 1.094



The following is a DFT calculation (ωB97M-V/def2-TZVPD) of a cluster of 2 separate species, C6H14OSSi in total in a non-equilibrium geometry.

Computed properties:
HOMO energy (spin up / spin down) in eV: -9.09 / -6.27
E_LUMO (spin up / spin down) in Ha: 0.015 / -0.044
Multiplicity: 1
HOMO-LUMO gap (spin up / spin down) in eV: 9.5 / 5.1
Total charge: 0

Last columns: bonded neighbours and bond lengths (Å).
Geometry (Å):
1 C 0.76 1.39 -0.06  C2 1.516, C3 1.519, H10 1.088, H11 1.119
2 C 0.28 0.54 -1.22  C1 1.516, C4 1.528, H12 1.100, H13 1.091
3 C 0.54 0.69 1.26  C1 1.519, C5 1.602, H14 1.165, H15 1.130
4 C 1.14 -0.72 -1.27  C2 1.528, C6 1.556, H16 1.197, H17 1.065
5 C 1.37 -0.68 1.23  C3 1.602, C6 1.467, H18 1.080, H19 1.118
6 C 1.04 -1.51 0.07  C4 1.556, C5 1.467, S9 1.906, H20 1.109
7 O -1.67 -1.20 0.19  S9 1.522
8 Si -3.29 0.87 0.01  H21 1.412, H22 1.561, H23 1.335
9 S -0.67 -2.35 0.15  C6 1.906, O7 1.522
10 H 1.82 1.64 -0.07  C1 1.088
11 H 0.28 2.40 -0.12  C1 1.119
12 H -0.80 0.42 -1.37  C2 1.100
13 H 0.49 1.06 -2.16  C2 1.091
14 H 0.90 1.20 2.24  C3 1.165
15 H -0.48 0.24 1.46  C3 1.130
16 H 0.75 -1.30 -2.24  C4 1.197
17 H 2.17 -0.45 -1.38  C4 1.065
18 H 2.45 -0.67 1.15  C5 1.080
19 H 1.05 -1.21 2.17  C5 1.118
20 H 1.67 -2.43 0.07  C6 1.109
21 H -4.14 0.32 1.01  Si8 1.412
22 H -3.53 0.31 -1.42  Si8 1.561
23 H -2.13 1.44 0.32  Si8 1.335



The following is a DFT calculation (ωB97M-V/def2-TZVPD) of the ion C6H14S2 with charge -1 in a non-equilibrium geometry.

Computed properties:
HOMO energy (spin up / spin down) in eV: 0.97 / -4.43
E_LUMO (spin up / spin down) in Ha: 0.130 / 0.131
<S²>: 0.7519
Multiplicity: 2
HOMO-LUMO gap (spin up / spin down) in eV: 2.6 / 8.0
Total charge: -1

Last columns: bonded neighbours and bond lengths (Å).
Geometry (Å):
1 C 0.90 -1.33 -2.76  C2 1.546, C3 1.555, H9 1.092, H10 1.085
2 C -0.29 -2.06 -3.42  C1 1.546, H11 1.092, H12 1.081, H13 1.088
3 C 0.44 0.05 -2.22  C1 1.555, S4 1.867, H14 1.105, H15 1.097
4 S 1.10 0.40 -0.51  C3 1.867, S5 2.014
5 S -0.35 1.38 0.49  S4 2.014, C6 1.829
6 C -1.37 0.39 1.65  S5 1.829, C7 1.547, H16 1.086, H17 1.104
7 C -0.51 -0.31 2.72  C6 1.547, C8 1.501, H18 1.120, H19 1.089
8 C -0.21 0.43 3.99  C7 1.501, H20 1.092, H21 1.096, H22 1.094
9 H 1.75 -1.08 -3.41  C1 1.092
10 H 1.28 -1.88 -1.90  C1 1.085
11 H -0.39 -1.62 -4.41  C2 1.092
12 H -1.18 -1.95 -2.83  C2 1.081
13 H 0.00 -3.11 -3.56  C2 1.088
14 H -0.66 0.09 -2.09  C3 1.105
15 H 0.52 0.88 -2.93  C3 1.097
16 H -2.17 -0.18 1.19  C6 1.086
17 H -1.86 1.19 2.24  C6 1.104
18 H -1.25 -1.09 3.07  C7 1.120
19 H 0.33 -0.91 2.37  C7 1.089
20 H -1.01 1.00 4.46  C8 1.092
21 H 0.56 1.20 3.83  C8 1.096
22 H 0.12 -0.24 4.79  C8 1.094



Relative energy (zero: lowest compared OMol25 entry of this formula, charge and spin) / kJ/mol: 29.8; 337.4; 105.3